The following is a quantum chemistry calculation of a molecular structure, C64H167Fe2N13O21 in a non-equilibrium geometry, from the OMol25 dataset.

Element x y z (Å)
1 Fe -3.294679 0.636058 0.723065
2 Fe -3.303623 2.675253 -1.556881
3 O -4.638042 1.831269 -0.268692
4 C -6.013201 1.715114 -0.694556
5 C -6.204554 2.872263 -1.711353
6 O -5.018216 3.186767 -2.408939
7 H -6.640932 1.864700 0.182123
8 H -6.053767 0.737319 -1.090437
9 H -6.528079 3.771452 -1.190651
10 H -7.060884 2.653190 -2.364022
11 O -1.850810 1.655769 -0.482907
12 C -1.087244 0.591335 -0.962729
13 C -0.733415 -0.296008 0.269917
14 O -1.869372 -0.790610 0.953583
15 H -0.145551 0.967633 -1.387332
16 H -1.610015 -0.003870 -1.689010
17 H -0.118138 0.394215 0.886969
18 H -0.017143 -1.062436 -0.095442
19 C 4.948047 -4.941221 7.579463
20 O 5.441759 -4.093262 6.555254
21 C 4.412415 -3.130276 6.265152
22 C 4.973511 -2.247978 5.210215
23 N 4.002493 -1.296323 4.782465
24 C 4.439470 -0.403622 3.659925
25 C 3.332398 0.539237 3.395765
26 O 2.272368 0.002101 2.571119
27 C 1.149929 -0.523202 3.227973
28 H 4.121392 -5.528637 7.184983
29 H 4.641060 -4.352864 8.487550
30 H 5.804070 -5.523418 7.886760
31 H 4.157615 -2.487763 7.187751
32 H 3.482867 -3.576016 5.961583
33 H 5.215596 -2.868912 4.328012
34 H 5.896999 -1.685481 5.532919
35 H 3.810774 -0.668432 5.567183
36 H 4.474785 -1.146453 2.819953
37 H 5.427693 -0.001410 3.733180
38 H 3.617101 1.507279 2.935176
39 H 2.790205 0.848861 4.367311
40 H 1.443302 -1.474722 3.677847
41 H 0.356044 -0.715450 2.537479
42 H 0.764631 0.099415 4.086185
43 C -1.656737 2.658145 2.550707
44 O -2.885445 1.996347 2.321823
45 C -3.761112 1.881543 3.457046
46 C -5.066661 1.202257 3.011933
47 N -4.758352 -0.104229 2.455104
48 C -5.867136 -0.876738 1.996863
49 C -5.305252 -1.955413 1.138645
50 O -4.890480 -1.313384 -0.133681
51 C -4.168724 -2.187553 -0.979388
52 H -1.109108 2.672626 1.563668
53 H -1.031311 2.127197 3.284187
54 H -1.790689 3.642601 2.985540
55 H -3.950082 2.943484 3.823572
56 H -3.269399 1.337247 4.250596
57 H -5.440547 1.860705 2.255383
58 H -5.804466 1.194632 3.829647
59 H -4.104049 -0.672884 2.979684
60 H -6.595134 -0.234215 1.454299
61 H -6.382494 -1.468089 2.803351
62 H -6.062898 -2.696739 0.940478
63 H -4.332446 -2.203554 1.588790
64 H -3.765102 -1.539947 -1.703159
65 H -4.718390 -3.104626 -1.277822
66 H -3.290125 -2.435862 -0.390904
67 C 5.402249 -3.997167 -1.898267
68 O 4.802213 -2.792817 -1.405740
69 C 3.431223 -2.892183 -1.622377
70 C 2.785415 -1.579815 -1.315553
71 N 3.299510 -0.553244 -2.241887
72 C 2.851149 0.821250 -1.932004
73 C 3.537779 1.375619 -0.649644
74 O 4.920721 1.372252 -0.829029
75 C 5.570472 1.308513 0.431891
76 H 5.172491 -4.869966 -1.289502
77 H 6.443020 -3.873613 -1.774734
78 H 5.282053 -4.116302 -2.990457
79 H 2.941106 -3.649850 -0.900052
80 H 3.238565 -3.142452 -2.652412
81 H 2.870381 -1.348621 -0.256241
82 H 1.723892 -1.586271 -1.411881
83 H 4.326256 -0.497065 -2.287468
84 H 1.814049 0.950504 -1.861562
85 H 3.233762 1.476632 -2.644981
86 H 3.193926 0.850914 0.276287
87 H 3.214181 2.419438 -0.532866
88 H 6.567293 0.877576 0.295097
89 H 5.115666 0.602753 1.058054
90 H 5.688585 2.247383 0.920895
91 C 1.281280 -0.679368 -6.878459
92 O 0.404328 -1.297041 -5.941830
93 C 0.607792 -0.890524 -4.604055
94 C -0.442722 -1.645467 -3.762796
95 N -1.802434 -1.276583 -4.302800
96 C -2.702418 -2.416530 -4.479695
97 C -4.002437 -1.940128 -5.064567
98 O -4.590229 -0.833000 -4.280380
99 C -5.898686 -0.475276 -4.791032
100 H 1.183742 0.415808 -6.848464
101 H 1.074643 -0.936006 -7.947112
102 H 2.347416 -0.836352 -6.660464
103 H 0.495483 0.219703 -4.529804
104 H 1.696782 -1.025872 -4.202313
105 H -0.326366 -1.355189 -2.708008
106 H -0.393434 -2.752786 -3.879921
107 H -1.736768 -0.626345 -5.108007
108 H -2.926790 -2.988164 -3.548258
109 H -2.277896 -3.159636 -5.227865
110 H -4.671382 -2.797678 -5.144124
111 H -3.845167 -1.522064 -6.110754
112 H -5.932267 0.336154 -5.500144
113 H -6.513243 -0.186186 -3.914218
114 H -6.484547 -1.377325 -5.201041
115 C -0.864835 -8.819740 -4.762568
116 C -0.661710 -7.623390 -3.811723
117 C 0.810606 -7.209005 -3.791553
118 O 1.103984 -6.777082 -5.085433
119 C 2.392759 -6.302090 -5.398901
120 N -1.504164 -6.537146 -4.163391
121 H -0.194901 -9.715700 -4.492983
122 H -0.656773 -8.582615 -5.816992
123 H -1.892337 -9.162836 -4.668142
124 H -0.883867 -7.964415 -2.759034
125 H 1.497539 -7.967093 -3.403551
126 H 0.892051 -6.386788 -2.956370
127 H 2.383726 -6.041608 -6.514933
128 H 3.138599 -6.998582 -5.116142
129 H 2.568525 -5.316686 -4.826330
130 H -1.577999 -5.798034 -3.495996
131 H -1.234786 -6.182079 -5.078015
132 C -4.245237 6.207739 -1.245110
133 C -2.988700 5.661640 -0.505012
134 C -2.654602 6.709012 0.541130
135 O -1.358105 6.371192 1.173493
136 C -1.076935 7.232794 2.181727
137 N -3.178655 4.337963 0.076717
138 H -4.966752 6.585612 -0.578323
139 H -4.719380 5.382585 -1.794618
140 H -3.947357 7.023702 -1.910852
141 H -2.146066 5.639612 -1.225658
142 H -3.453033 6.690133 1.349009
143 H -2.660503 7.702936 0.072672
144 H 0.040022 7.335466 2.374155
145 H -1.608648 6.920329 3.162799
146 H -1.335414 8.294834 1.950635
147 H -4.069595 4.221391 0.546942
148 H -2.361266 4.118011 0.646663
149 C 1.914832 3.421907 -6.900905
150 C 2.868219 4.501304 -6.497686
151 C 4.178504 3.846948 -6.073505
152 O 4.021165 3.100758 -4.883749
153 C 3.845474 3.857947 -3.704431
154 N 3.215941 5.425208 -7.538012
155 H 2.000520 2.643032 -6.163399
156 H 2.014200 3.141030 -7.941812
157 H 0.891333 3.847342 -6.866316
158 H 2.315607 4.959676 -5.630044
159 H 5.068080 4.554547 -5.987401
160 H 4.430619 3.125369 -6.831704
161 H 4.313642 4.844917 -3.870596
162 H 4.406862 3.308651 -2.969260
163 H 2.794909 3.947799 -3.417273
164 H 3.839093 6.106243 -7.154940
165 H 2.486976 5.978498 -7.896362
166 C 2.205518 5.278477 -0.012938
167 C 2.367786 6.743559 -0.396977
168 C 1.213336 7.177399 -1.261524
169 O 1.194695 6.559191 -2.561830
170 C 0.132787 6.926734 -3.425911
171 N 2.164204 7.548546 0.841742
172 H 2.247409 4.564807 -0.820384
173 H 1.199207 5.199583 0.514800
174 H 3.045458 5.049587 0.686501
175 H 3.337336 7.011532 -0.807167
176 H 1.174152 8.191199 -1.369023
177 H 0.258579 6.933408 -0.783155
178 H -0.103939 7.968710 -3.236023
179 H -0.809670 6.411709 -3.255946
180 H 0.455702 6.858768 -4.470831
181 H 2.635819 7.103611 1.624004
182 H 2.594659 8.504278 0.787842
183 C 2.499538 -4.510383 2.135544
184 C 3.569099 -4.876526 3.194579
185 C 3.111414 -6.119529 3.980624
186 O 1.894132 -5.865098 4.603824
187 C 1.601511 -6.819787 5.638563
188 N 4.819626 -5.098033 2.427624
189 H 1.483102 -4.290966 2.534060
190 H 2.389620 -5.398797 1.478594
191 H 2.928966 -3.644532 1.696301
192 H 3.699825 -4.109131 3.911520
193 H 3.941268 -6.387231 4.602191
194 H 2.975679 -6.923239 3.240423
195 H 0.546913 -6.757851 5.898695
196 H 2.118663 -6.692523 6.564879
197 H 1.767914 -7.815537 5.256351
198 H 5.625260 -5.208320 3.046799
199 H 5.134952 -4.408175 1.707294
200 C -2.875713 2.027165 -5.907581
201 C -2.189131 2.205674 -4.577298
202 C -2.153384 3.674078 -4.241117
203 O -1.734037 3.763884 -2.918562
204 C -0.337982 3.615573 -2.762040
205 N -2.920310 1.517067 -3.521027
206 H -3.818170 2.581869 -5.872242
207 H -3.037984 0.959645 -6.101647
208 H -2.333667 2.526588 -6.696489
209 H -1.162864 1.831505 -4.683752
210 H -3.192915 3.944303 -4.197013
211 H -1.569500 4.263844 -4.972872
212 H -0.020719 2.599423 -2.529769
213 H -0.034548 4.324586 -1.954149
214 H 0.223211 3.956815 -3.558413
215 H -3.927528 1.765664 -3.628255
216 H -2.822596 0.503906 -3.472601
217 C -1.135876 6.400562 6.189465
218 C -0.699303 5.182032 5.426972
219 C 0.655420 4.653854 5.883576
220 O 0.977204 3.528090 5.046896
221 C 1.670751 3.815492 3.777500
222 N -1.680004 4.115789 5.525905
223 H -2.202850 6.651557 5.970756
224 H -0.581285 7.294981 5.810636
225 H -0.974927 6.352419 7.231749
226 H -0.501760 5.494545 4.388789
227 H 0.609994 4.249630 6.934166
228 H 1.475284 5.415974 5.934579
229 H 1.093632 4.352288 3.116264
230 H 1.632159 2.852620 3.248652
231 H 2.738679 4.173436 3.844250
232 H -1.926819 4.067020 6.492855
233 H -1.145312 3.197699 5.442033
234 C -0.226966 -4.164872 -0.561760
235 C -1.292696 -4.794132 0.467614
236 C -0.718183 -6.005443 1.088037
237 O -0.359413 -6.944352 0.073026
238 C 1.041825 -7.251581 -0.085645
239 N -1.483626 -3.905459 1.598221
240 H 0.766096 -4.385902 -0.165245
241 H -0.387876 -3.113354 -0.655437
242 H -0.230870 -4.663848 -1.565359
243 H -2.265885 -5.024979 -0.001864
244 H -1.483689 -6.419009 1.781297
245 H 0.174955 -5.744718 1.670140
246 H 0.997429 -8.104664 -0.784382
247 H 1.529580 -7.551578 0.846738
248 H 1.668739 -6.440428 -0.588122
249 H -0.550864 -3.797981 1.976719
250 H -1.680912 -2.961703 1.291850
251 C -3.717629 -1.753057 5.912170
252 C -2.383949 -1.832504 5.106229
253 C -1.389532 -2.824005 5.606381
254 O -1.092562 -2.566780 6.921650
255 C 0.154106 -3.143956 7.441401
256 N -2.753240 -2.051777 3.732475
257 H -4.047439 -2.690831 6.270359
258 H -4.480657 -1.261679 5.283586
259 H -3.573618 -1.053251 6.739570
260 H -1.883075 -0.855170 5.258163
261 H -0.497680 -2.732303 5.024522
262 H -1.756223 -3.883628 5.359242
263 H -0.063703 -4.229819 7.577169
264 H 0.341699 -2.657061 8.391949
265 H 0.970956 -2.940800 6.769122
266 H -1.998176 -1.649930 3.065174
267 H -2.790114 -3.037727 3.457107

Forces on the atoms, in the same order (eV/Å):
-0.6521 -0.2165 -0.3601
0.2881 0.0398 -0.1221
-0.5360 -0.6074 1.2973
2.5525 1.7020 0.2613
0.4690 0.0464 -0.2534
-0.6820 -0.4633 -0.2640
-0.5192 -0.2190 0.0150
-0.9051 -1.1494 -0.7334
-0.1395 0.3141 0.6224
0.1400 -0.2199 -0.3454
-0.3619 0.2145 -0.2719
0.3398 -0.0060 1.7742
0.2135 0.5843 -0.6978
0.5286 0.4905 -0.4362
0.0632 -0.2332 -0.1691
-0.3856 -0.3702 -0.6619
-0.2134 -0.2611 0.1215
-0.3578 -0.2637 0.3330
0.6268 0.7734 0.5225
-1.5518 0.6390 0.4449
1.2669 0.9111 1.6308
1.2241 0.6071 -1.0976
-0.5375 1.8620 -0.0525
-1.0853 -3.4102 -0.3487
-2.7060 1.7518 0.7191
0.7942 0.7877 -0.4112
0.3809 -0.4966 1.8258
-0.1005 -0.2836 0.2676
-0.0260 -0.3947 -0.7958
-0.0464 -0.6289 0.0370
0.4575 -0.9394 -0.8978
-0.4593 -0.5386 -0.3297
0.2710 0.1943 0.3752
-0.3925 -1.0187 -0.0122
-0.1386 -0.2412 -0.1107
0.1497 0.8782 0.1418
0.7002 0.6854 0.4853
0.2138 -0.6912 0.0066
1.1112 -0.3495 -0.9873
-0.1592 -0.2119 0.1458
-0.3602 0.1585 -0.5810
0.3862 -0.0887 -0.8379
1.0742 -0.3514 -0.5004
-0.3988 -0.1203 0.3135
-0.3879 1.6276 0.0373
1.1770 0.1459 0.7688
0.1910 1.4837 -0.5296
-0.9671 -0.6720 0.3685
1.3253 1.7862 -2.1275
-1.4556 -0.4965 0.9044
0.3195 -0.2932 1.9802
-0.6764 0.0249 1.0009
-0.1267 -0.2692 -0.1508
-0.3113 0.4035 -0.2137
0.0437 -1.2826 -0.2327
0.3138 -0.3223 0.3287
-0.5749 0.1291 -0.8167
0.2679 -0.0925 0.1038
0.1456 -0.1493 0.5676
0.3958 -0.4782 0.3394
0.0207 0.8968 -0.1449
0.2201 -0.7836 -0.0490
-0.5745 -1.1412 0.0877
0.0020 0.3274 -1.7888
0.1554 0.7073 -0.2256
0.4031 -0.8150 0.0169
0.3444 0.8300 -0.0284
0.5514 -1.1886 -0.3701
-1.7444 -0.4370 1.6815
0.9218 1.2496 -0.3336
-0.2972 0.7770 0.0814
2.5065 -1.1939 1.9883
-1.9810 0.2106 0.0067
0.6189 -0.4559 0.7637
1.5298 -0.5726 -1.5818
-0.6904 -0.1865 -0.2304
1.3720 0.3079 0.2202
-0.5764 -0.1985 0.4864
0.7708 0.5891 -1.1878
-0.2174 -0.3947 -0.5257
0.6624 0.2104 0.4642
-0.9883 -0.4883 -0.5990
-0.6663 -0.4848 0.3300
-1.5826 -0.2153 0.0940
0.3942 0.8522 -1.8655
0.4731 0.0850 -0.5739
-0.2139 0.0709 0.0996
0.0893 0.3386 -0.3470
-1.1468 -0.8745 1.0819
-0.2012 1.0095 0.3527
0.1468 0.8462 -0.2692
0.7173 -0.0740 -0.8898
1.4014 -0.0467 0.9155
-0.8321 0.5738 -1.3118
0.7172 -0.0382 1.1961
0.4468 0.1421 -0.8211
-0.4727 1.7895 -0.7958
-0.5739 -1.4299 -1.3434
-0.9923 -1.8299 1.3551
-0.2492 0.0161 0.1732
-0.1372 -0.3999 1.1352
-0.1975 -0.4685 0.0563
-0.3974 -0.4779 0.0712
-1.6695 -0.2993 -0.7828
-0.1720 -0.2085 -0.2408
0.6466 0.6554 0.1692
-0.1138 -1.1921 0.5663
0.5131 0.7038 -0.3173
-0.3861 0.4676 0.7115
-0.3651 0.1336 0.0811
-0.0461 -0.5876 0.9476
0.4917 0.2374 -0.4231
0.5080 0.1417 -0.3616
1.1340 1.1025 0.2721
0.6805 -1.0810 0.3991
1.0893 -1.5212 1.1641
0.1015 1.5122 1.8350
0.0318 -0.0232 -0.5521
-1.1841 2.7006 -0.2460
-1.0204 0.0051 -1.1707
-0.8315 1.4046 -0.2405
-0.0898 0.1353 0.4029
-0.1028 -0.0159 -0.1441
-0.0225 0.3446 -0.9545
0.0303 -0.4697 -0.4211
0.0164 -0.7202 -1.6349
0.2030 -0.6072 1.6338
0.9657 -0.8009 0.0281
-0.0141 -1.2431 -0.7549
0.2297 0.3170 0.3922
-0.0947 0.1524 0.3297
1.2818 -1.3584 -0.7854
-0.4225 1.1477 -0.0992
0.3255 -0.8877 1.3039
-1.6059 -0.2138 -2.1936
0.9867 1.6943 2.8731
0.6394 0.1184 -0.9581
-0.8995 0.5267 1.1265
0.2004 0.2317 -0.2023
-0.0905 -0.2095 -0.0475
-0.3749 -0.2808 0.3230
0.7962 0.0912 -0.7382
0.4583 -0.0077 0.2936
-1.2265 -0.7177 -0.2741
0.6791 0.6201 -1.2973
-0.2711 -0.6014 0.0831
0.2312 -0.0795 0.2009
-0.6354 -0.1148 0.1204
-1.5178 0.9674 -0.6133
-0.1261 0.3313 1.0569
0.4390 0.4428 0.8967
0.0082 -0.3517 -0.4288
0.5968 0.3293 -0.7421
0.8448 -0.1602 -0.2303
-0.1256 -0.6597 -0.0684
0.5279 -0.6084 -0.1152
0.2413 -0.3597 0.1824
1.0080 0.0918 -0.2398
-1.1168 -0.4473 0.0048
0.2359 -0.2809 -0.4061
-0.3583 -0.1166 0.4460
0.0899 0.0403 0.7347
0.0027 0.1674 -0.0012
0.7063 0.3395 0.1812
-1.5020 0.3554 -0.5373
-0.0016 0.3777 1.5112
-0.8101 0.3594 0.6634
-1.3620 -2.5615 -1.0526
0.7159 -0.5099 -0.0961
0.3742 0.9575 0.5941
0.7324 0.9580 0.2525
-0.0472 0.0283 -0.4471
1.2460 -0.1004 -0.5314
-0.7119 -0.2052 -0.2620
0.1213 -0.4136 -0.5386
0.2902 3.1209 -0.4651
0.1690 -0.2660 0.4759
-0.0820 0.5254 -0.1610
0.0017 -0.6341 0.0832
-0.0016 -0.3092 0.2806
-0.0376 -0.0658 -0.0860
-0.5762 -1.2866 -0.2328
-0.2371 -1.0318 1.3319
-0.8751 -0.5297 -1.5370
0.7340 0.1034 -2.1915
-0.2520 0.0045 1.5869
-0.8914 0.2043 -1.1463
0.8299 -0.2880 0.1627
0.9272 0.0154 0.0521
0.2943 0.8278 -0.0169
-0.1558 0.8281 -1.1885
-0.1641 1.0713 0.6329
0.2983 -0.3967 1.1065
0.1351 -0.1656 0.1133
-0.1468 0.2515 -0.2903
0.9251 0.3824 0.4684
0.1954 -0.4961 -0.0618
-0.3583 -0.0555 -0.1030
-1.1767 -0.5216 1.0438
-0.3589 0.1569 -0.1236
0.1758 -0.8680 -0.7500
-0.4882 -1.0288 -0.1126
1.0082 1.2922 0.5766
-0.2600 0.3291 2.9024
-0.9035 0.6408 0.5353
-0.3154 -0.4418 0.0531
-0.0823 0.3643 -0.2620
0.4623 -0.2006 -0.5191
-0.0554 -0.1701 0.3968
-0.5691 0.7783 -0.2960
-0.1573 -0.0499 0.4738
-0.2693 -0.0754 0.1290
-0.2040 -0.8424 -0.1793
0.8504 0.7166 -2.3047
0.6779 -0.4601 0.0868
0.1234 0.2001 -0.5173
-0.5932 1.7677 -1.8558
1.0991 0.1931 -0.0252
0.7767 -0.2967 0.6721
1.4256 0.7416 -0.7595
0.6890 -2.3653 1.7424
0.8587 -1.8633 -0.4878
0.6784 -0.4090 0.3113
-0.2111 -0.6334 0.3772
0.0562 -0.2717 1.3011
-0.5854 -0.3406 0.0213
-0.1991 0.2211 -0.8925
-0.5585 -0.4100 -0.5086
-1.3282 2.2470 -1.0943
0.5739 -0.0921 0.4248
-1.2000 -0.2150 0.3398
-0.6426 0.2098 0.8516
-0.8985 1.4436 -0.4272
-0.9561 -2.1963 0.0151
0.8402 1.5169 -1.2456
0.2247 -1.3975 0.0140
0.8218 -0.2458 0.2058
-0.6011 0.2633 -1.0322
-0.0599 0.3717 0.1865
0.0341 0.3886 0.1505
-0.0955 0.7274 -0.1453
-0.2568 0.4544 0.7134
0.4514 0.1914 0.0033
0.5683 -0.1713 -0.4022
-0.2186 -0.0360 0.0145
0.4160 0.2448 0.3686
-0.1575 0.0360 0.0364
-0.9435 -0.6836 0.6892
0.1503 0.0738 0.5172
-0.4430 0.4758 -0.2983
1.0278 1.8336 -0.3227
-1.3802 0.8384 0.7734
-0.3111 -1.8835 -0.7934
1.1063 -0.0061 1.9554
-2.3926 -0.3108 -0.4682
2.0709 0.9554 -2.5962
-0.4568 -1.0584 0.3452
0.2609 -0.4959 0.0920
-0.0507 -0.3951 0.3241
-0.3366 -0.1796 -0.5703
0.8918 0.1567 -0.7867
0.2145 0.9049 0.7588
0.7037 0.6110 -0.0373
-0.0776 -0.0643 0.1204
0.3705 -0.1447 -0.4227
-1.6113 -0.7255 1.1490
0.0130 0.1754 0.3534

Calculated values
- 2S+1 = 9
- orbital gap (spin up / spin down) (eV) = 7.21 / 6.62
- HOMO (spin up / spin down) (eV) = -6.7493 / -6.1585
- expectation value of S² = 20.0165
- LUMO level (spin up / spin down) (Ha) = 0.017 / 0.017